1.
{
  "formula": "C25H20As2NO4S5V",
  "method": "wB97M-V/def2-TZVPD",
  "e_above_lowest_kj_mol": 11.95,
  "homo_ev": [-1.67, -1.69],
  "s2": 2.0239,
  "charge": -2,
  "energy_ev": -237476.3074,
  "spin_multiplicity": 3,
  "symbols": ["V", "S", "As", "S", "S", "S", "C", "C", "C", "C", "C", "C", "As", "C", "C", "C", "C", "C", "C", "C", "C", "C", "C", "C", "C", "H", "H", "H", "H", "H", "H", "H", "H", "H", "H", "H", "H", "H", "H", "H", "N", "C", "C", "C", "C", "C", "C", "C", "H", "H", "H", "H", "H", "O", "S", "O", "O", "O"],
  "coordinates": [[1.90, -1.36, -1.65], [4.42, -4.78, -0.94], [2.35, -4.39, -1.18], [1.68, -2.76, 0.22], [1.98, -3.16, -3.05], [1.00, -6.01, -1.13], [-3.44, -0.13, 4.95], [-3.74, -1.19, 4.10], [-3.15, -1.28, 2.85], [-2.24, -0.32, 2.40], [-1.92, 0.71, 3.28], [-2.51, 0.82, 4.53], [-1.25, -0.45, 0.68], [-1.91, 1.24, -0.10], [-2.76, 1.31, -1.20], [-3.11, 2.54, -1.75], [-2.60, 3.71, -1.22], [-1.71, 3.65, -0.16], [-1.36, 2.42, 0.38], [-2.45, -1.72, -0.22], [-1.88, -2.88, -0.72], [-2.67, -3.84, -1.36], [-4.03, -3.62, -1.50], [-4.61, -2.46, -1.00], [-3.82, -1.51, -0.36], [-3.90, -0.05, 5.92], [-4.44, -1.95, 4.42], [-3.39, -2.13, 2.22], [-1.18, 1.45, 2.99], [-2.24, 1.64, 5.18], [-3.14, 0.40, -1.65], [-3.76, 2.57, -2.61], [-2.85, 4.67, -1.66], [-1.26, 4.56, 0.23], [-0.61, 2.39, 1.16], [-0.82, -3.07, -0.61], [-2.20, -4.73, -1.73], [-4.65, -4.36, -2.00], [-5.68, -2.29, -1.11], [-4.28, -0.61, 0.03], [3.95, -1.10, -1.27], [4.66, -0.24, -1.03], [5.42, 0.92, -0.68], [6.80, 0.86, -0.53], [7.48, 2.02, -0.20], [6.79, 3.21, -0.02], [5.41, 3.25, -0.18], [4.71, 2.10, -0.51], [7.32, -0.07, -0.67], [8.56, 2.00, -0.07], [7.33, 4.11, 0.24], [4.87, 4.18, -0.04], [3.63, 2.09, -0.64], [0.36, 1.99, -2.73], [1.03, 0.82, -2.24], [2.13, 0.29, -3.11], [0.13, -0.41, -2.10], [1.64, 0.93, -0.88]],
  "lowdin_spin": [1.927, 0.014, 0.020, 0.008, -0.045, 0.013, 0.000, 0.000, 0.000, 0.000, 0.000, 0.000, 0.000, 0.000, 0.000, 0.000, 0.000, 0.000, 0.000, 0.000, 0.000, 0.000, 0.000, 0.000, 0.000, 0.000, 0.000, 0.000, 0.000, 0.000, 0.000, 0.000, 0.000, 0.000, 0.000, 0.001, 0.000, 0.000, 0.000, 0.000, 0.000, 0.019, 0.001, 0.003, 0.000, 0.003, 0.000, 0.003, 0.000, 0.000, 0.000, 0.000, 0.000, 0.001, 0.008, 0.009, 0.009, 0.007]
}

2.
{
  "formula": "H3OS2",
  "method": "wB97M-V/def2-TZVPD",
  "e_above_lowest_kj_mol": 4.01,
  "homo_ev": -2.53,
  "charge": -1,
  "energy_ev": -23768.2196,
  "symbols": ["O", "H", "S", "S", "H", "H"],
  "coordinates": [[0.55, 1.15, 2.27], [0.07, 0.41, 1.84], [-0.24, -1.13, 0.06], [-0.18, 0.49, -1.28], [1.38, 1.11, 1.76], [0.14, -0.12, -2.44]],
  "nbo_charge": [-0.994, 0.497, -0.766, -0.277, 0.461, 0.080]
}

3.
{
  "formula": "C5H8N4S",
  "method": "wB97M-V/def2-TZVPD",
  "e_above_lowest_kj_mol": 386.87,
  "homo_ev": -8.40,
  "charge": 0,
  "energy_ev": -22107.5665,
  "smiles": "Cc1nnc2n1NCCS2",
  "symbols": ["C", "C", "N", "N", "C", "N", "N", "C", "C", "S", "H", "H", "H", "H", "H", "H", "H", "H"],
  "coordinates": [[-2.48, -0.76, 1.02], [-1.80, 0.00, -0.10], [-2.34, 0.67, -1.12], [-1.35, 1.07, -1.89], [-0.24, 0.73, -1.42], [-0.42, -0.01, -0.19], [0.49, -0.63, 0.63], [1.93, -0.25, 0.38], [2.24, 1.02, -0.34], [1.35, 1.16, -2.01], [-1.87, -1.70, 0.82], [-2.30, -0.34, 2.06], [-3.55, -0.96, 0.61], [0.52, -1.65, 0.53], [2.31, -1.15, -0.20], [2.49, -0.33, 1.45], [1.78, 1.84, 0.28], [3.25, 1.29, -0.50]],
  "nbo_charge": [-0.665, 0.335, -0.293, -0.293, 0.138, -0.243, -0.437, -0.240, -0.518, 0.254, 0.214, 0.248, 0.259, 0.364, 0.189, 0.217, 0.223, 0.248]
}

4.
{
  "formula": "C4H6O7Tl",
  "method": "wB97M-V/def2-TZVPD",
  "e_above_lowest_kj_mol": 31.20,
  "homo_ev": -4.21,
  "charge": -1,
  "energy_ev": -23273.3330,
  "symbols": ["O", "C", "O", "O", "Tl", "O", "C", "C", "H", "H", "H", "H", "H", "O", "C", "O", "O", "H"],
  "coordinates": [[-2.32, 1.98, -2.76], [-2.60, 1.17, -1.78], [-3.49, 1.60, -0.93], [-2.03, 0.04, -1.66], [-3.88, 3.44, -2.12], [0.55, -2.84, 0.85], [0.84, -2.01, -0.25], [0.71, -0.56, 0.16], [0.56, -3.76, 0.57], [0.14, -2.19, -1.08], [1.86, -2.19, -0.63], [-0.23, -0.40, 0.72], [0.86, 0.07, -0.72], [1.82, -0.23, 1.10], [1.90, 0.99, 1.56], [2.35, 1.95, 0.98], [1.41, 1.03, 2.80], [1.55, 1.90, 3.18]],
  "lowdin_charge": [-0.324, -0.998, -0.325, -0.090, 0.779, -0.056, -0.249, -0.076, 0.079, 0.129, 0.122, 0.145, 0.141, 0.004, -0.666, 0.114, 0.144, 0.126]
}